# 1
The following is a DFT calculation (wB97M-V/def2-TZVPD) of C17H21AsF6N5O8Pt as an isolated structure.

Its expectation value of S² is 0.76. The energy comes out at -122178.05522 eV. The relative energy (zero: lowest compared OMol25 entry of this formula, charge and spin) is 0.000 eV. The value obtained for the HOMO-LUMO gap (alpha / beta) is 7.90 / 5.39 eV. As for the total charge: +2. The spin multiplicity is 2.

```
59
Properties=species:S:1:pos:R:3:mulliken_charge:R:1
Pt -0.20 -0.86 0.27 3.224
O -1.64 -1.06 4.12 -0.411
C -1.05 -0.89 2.98 0.165
O -1.63 -0.95 1.89 -0.574
C 0.41 -0.61 3.05 0.392
C 1.25 -0.60 4.14 -0.485
C 2.62 -0.43 3.90 -0.507
C 3.12 -0.34 2.61 -0.896
C 2.21 -0.37 1.56 0.764
N 0.92 -0.44 1.82 0.366
C 2.55 -0.44 0.09 0.131
O 3.64 -0.36 -0.35 -0.500
O 1.45 -0.60 -0.72 -1.185
H -2.59 -1.27 4.01 0.434
H 0.86 -0.74 5.14 0.629
H 3.31 -0.43 4.74 0.523
H 4.18 -0.27 2.40 0.624
C -3.14 -3.21 -0.78 -0.816
N -1.98 -3.50 -1.61 -0.108
C -1.02 -2.63 -1.85 0.316
N 0.06 -2.93 -2.56 -0.211
O -1.14 -1.40 -1.41 -0.918
H -3.87 -4.01 -0.92 0.413
H -3.58 -2.26 -1.06 0.263
H -2.85 -3.19 0.28 0.217
H -1.86 -4.44 -1.96 0.244
H 0.27 -3.88 -2.83 0.245
H 0.80 -2.25 -2.62 0.174
F 0.03 -2.80 0.83 -0.712
As 1.40 -4.34 0.69 1.972
F 0.39 -4.98 1.90 -0.420
F 2.21 -3.41 1.90 -0.436
F 2.51 -5.59 0.61 -0.388
F 2.13 -3.33 -0.49 -0.383
F 0.32 -4.90 -0.52 -0.457
C 0.21 2.19 -3.59 -1.020
C 0.59 3.36 -2.69 -1.254
C -0.10 3.33 -1.31 2.246
C 0.38 4.46 -0.38 -1.200
C -0.27 4.44 1.00 -1.070
C -1.61 3.46 -1.51 -0.268
O -2.05 4.44 -2.03 -0.479
N -2.44 2.45 -1.07 0.092
C -2.09 1.26 -0.50 0.210
O -2.87 0.43 -0.16 -0.438
N -0.67 1.02 -0.33 -0.566
C 0.23 1.95 -0.66 0.030
O 1.45 1.82 -0.49 -0.265
H 0.68 2.30 -4.56 0.524
H -0.87 2.15 -3.77 0.299
H 0.53 1.23 -3.18 0.111
H 0.29 4.31 -3.14 0.545
H 1.66 3.40 -2.53 0.505
H 0.14 5.39 -0.90 0.505
H 1.46 4.40 -0.31 0.513
H -1.35 4.61 0.94 0.313
H 0.14 5.23 1.62 0.499
H -0.10 3.50 1.52 0.159
H -3.44 2.58 -1.20 0.322
```



# 2
The following is a DFT calculation (wB97M-V/def2-TZVPD) of C47H60BrClHfNO5SSi as an isolated structure in a non-equilibrium geometry.

The energy comes out at -164032.86453 eV. The relative energy (zero: lowest compared OMol25 entry of this formula, charge and spin) is 2.181 eV. The value obtained for the HOMO-LUMO gap is 6.28 eV. As for the total charge: -1.

```
118
Properties=species:S:1:pos:R:3:mulliken_charge:R:1
Hf -0.83 0.11 1.04 -0.829
C -0.96 -1.09 -6.73 -1.634
C -0.15 -1.69 -5.57 1.958
C 1.43 -1.49 -5.91 -1.578
C -0.37 -3.19 -5.43 -2.237
C -0.26 -0.89 -4.23 -1.677
C -0.45 -1.56 -3.02 0.465
C -0.45 -0.89 -1.81 1.038
N -0.76 -1.39 -0.55 -0.505
C -1.07 -2.68 -0.14 1.429
C -0.99 -3.83 -0.86 -0.879
C -1.27 -5.05 -0.28 -0.493
C -1.54 -5.14 1.12 -0.113
C -1.66 -3.96 1.91 -0.729
C -1.29 -2.76 1.25 0.286
O -1.19 -1.64 1.94 0.033
C -1.93 -4.01 3.46 2.345
C -3.02 -2.96 3.71 -1.387
C -0.62 -3.77 4.28 -1.601
C -2.42 -5.40 3.86 -2.154
C -1.13 -6.38 -1.05 2.078
C -2.41 -6.94 -1.69 -1.848
C -0.49 -7.46 -0.15 -2.079
C -0.04 -6.26 -2.10 -2.003
C -0.29 0.53 -1.84 1.200
O -0.37 1.16 -0.63 -0.028
C -0.06 1.29 -3.04 -1.523
C -0.08 0.51 -4.19 -0.157
C 0.12 2.79 -3.06 3.054
C 0.38 3.36 -4.47 -2.481
C -1.13 3.41 -2.50 -1.578
C 1.33 3.09 -2.17 -1.025
H -0.59 -1.47 -7.68 0.427
H -0.76 -0.03 -6.91 0.311
H -2.06 -1.24 -6.58 0.318
H 1.65 -2.02 -6.82 0.496
H 2.01 -1.89 -5.05 0.305
H 1.70 -0.44 -6.08 0.349
H -0.24 -3.66 -6.41 0.480
H -1.37 -3.38 -5.16 0.488
H 0.37 -3.57 -4.74 0.482
H -0.71 -2.60 -3.18 0.335
H -0.85 -3.82 -1.94 0.362
H -1.72 -6.06 1.64 0.463
H -2.65 -1.90 3.76 0.062
H -3.49 -2.98 4.72 0.377
H -3.75 -2.90 2.92 0.394
H -0.25 -2.79 4.08 0.193
H 0.03 -4.55 3.87 0.333
H -0.87 -3.99 5.30 0.513
H -3.29 -5.67 3.30 0.466
H -2.70 -5.45 4.97 0.374
H -1.63 -6.16 3.70 0.363
H -3.14 -7.25 -1.04 0.417
H -2.13 -7.84 -2.27 0.393
H -2.80 -6.20 -2.30 0.473
H -1.11 -8.00 0.55 0.323
H 0.32 -6.97 0.35 0.505
H 0.00 -8.20 -0.82 0.451
H -0.27 -5.73 -3.00 0.373
H 0.30 -7.27 -2.36 0.496
H 0.87 -5.79 -1.74 0.413
H 0.09 1.04 -5.14 0.276
H -0.39 3.09 -5.13 0.504
H 1.37 2.93 -4.84 0.371
H 0.61 4.40 -4.35 0.448
H -1.99 3.20 -3.20 0.350
H -1.12 4.49 -2.41 0.426
H -1.42 2.93 -1.52 0.078
H 2.24 2.79 -2.71 0.328
H 1.26 2.56 -1.21 -0.149
H 1.38 4.18 -2.07 0.231
Br 2.09 -0.85 0.59 0.037
C 2.95 0.19 1.87 1.540
C 4.26 0.08 1.90 -0.531
C 4.98 0.60 3.04 -0.685
C 4.28 1.17 4.07 -1.033
C 2.82 1.16 4.05 1.432
C 2.19 1.80 5.19 -0.993
C 0.80 1.80 5.14 -0.999
C 0.07 1.34 4.01 0.006
C 0.70 0.81 2.80 -0.291
C 2.12 0.70 2.93 -0.303
H 4.76 -0.30 1.01 0.443
H 6.12 0.70 3.04 0.212
H 4.67 1.56 4.99 0.398
H 2.82 2.11 5.94 0.513
H 0.22 2.16 5.93 0.473
H -1.08 1.53 4.01 -0.319
Cl 3.51 5.91 3.30 -0.455
C 2.71 3.64 1.23 0.008
Si 1.92 5.07 2.11 0.228
C 0.48 4.57 3.19 -0.217
C 1.60 6.66 1.14 0.798
C 1.95 6.65 -0.22 -0.348
C 1.82 7.86 -0.99 -0.633
C 1.43 9.05 -0.39 -0.702
C 1.13 8.99 0.96 -0.385
C 1.17 7.85 1.70 -0.366
H 2.00 3.12 0.63 -0.471
H 3.30 2.98 1.85 0.199
H 3.34 4.09 0.50 0.520
H -0.39 4.09 2.72 0.051
H 0.14 5.41 3.79 0.413
H 0.86 3.81 3.89 -0.225
H 2.36 5.77 -0.69 0.088
H 2.07 7.85 -2.01 0.456
H 1.35 9.91 -0.99 0.437
H 0.82 9.89 1.46 0.365
H 0.96 7.98 2.77 0.273
C -3.94 1.78 3.28 -1.074
S -3.11 1.89 1.72 1.225
O -1.68 2.07 1.98 -0.610
O -3.77 3.02 1.18 -0.657
O -3.12 0.56 1.05 -0.747
H -4.10 2.74 3.80 0.327
H -3.61 1.05 4.02 0.259
H -4.94 1.54 2.89 0.400
```